2 unconnected molecules or ions with the total composition C5H9NO. Source: the Open Molecules 2025 dataset; level of theory: ωB97M-V/def2-TZVPD.

Structure (XYZ):
```
16
C5H9NO (ωB97M-V/def2-TZVPD)
C 0.386 1.111 1.951
C -0.534 -1.085 -0.743
C -0.078 0.161 -0.372
N -0.825 1.296 -0.728
C 0.460 0.034 0.924
C -0.959 -2.281 -0.973
O 1.161 0.110 -1.858
H 1.862 -0.503 -1.597
H -1.000 1.286 -1.725
H -0.296 2.134 -0.519
H 1.000 -0.875 1.144
H -0.717 -2.777 -1.909
H -1.578 -2.820 -0.261
H 1.175 1.863 1.803
H 0.513 0.707 2.956
H -0.570 1.640 1.907
```

Summary:
- Net charge: 0
- Energy: -325.71605 hartree
- Energy relative to the best compared isomer or geometry (same formula, charge and spin): 581.6 kJ/mol
- M: 99.13 g/mol
- HOMO energy (spin up / spin down): -7.59 / -7.58 eV


C30H43ClFNO5 in the gas phase. Source: the Open Molecules 2025 dataset; level of theory: ωB97M-V/def2-TZVPD.

Structure (XYZ):
```
81
C30H43ClFNO5 (ωB97M-V/def2-TZVPD)
C 8.069 -1.353 2.906
C 7.463 -0.477 2.111
C 7.905 -0.235 0.706
O 8.929 -0.746 0.299
O 7.127 0.603 -0.032
C 6.452 -0.054 -1.122
C 5.027 -0.497 -0.752
C 3.952 -0.074 -1.775
C 2.669 0.512 -1.110
C 1.480 -0.455 -1.172
C 0.106 0.233 -1.134
C -0.034 1.405 -0.185
C -0.607 2.572 -0.632
C -1.116 2.734 -2.050
C -2.651 2.505 -2.092
F -3.018 1.768 -0.955
C -0.778 3.649 0.203
Cl -1.533 5.119 -0.377
C -0.388 3.620 1.493
C 0.176 2.438 1.924
C 0.365 1.341 1.158
C 0.944 0.113 1.834
C -0.085 -1.037 1.826
C -1.385 -0.653 2.548
C -2.424 -1.760 2.349
C -3.118 -1.651 0.991
C -3.927 -2.941 0.675
C -3.470 -3.627 -0.612
C -3.991 -2.991 -1.938
C -5.135 -1.996 -1.778
C -5.654 -1.454 -3.104
C -4.562 -0.682 -3.912
C 0.477 2.667 3.380
O 0.887 1.933 4.250
N 0.189 4.043 3.666
O -0.437 4.231 4.905
C -0.489 4.642 2.584
O -1.030 5.725 2.575
H 8.519 -2.273 2.553
H 8.083 -1.183 3.976
H 6.638 0.084 2.540
H 7.078 -0.895 -1.424
H 6.453 0.629 -1.971
H 5.055 -1.589 -0.726
H 4.822 -0.170 0.268
H 3.640 -0.961 -2.324
H 4.377 0.667 -2.451
H 2.390 1.409 -1.667
H 2.952 0.763 -0.092
H 1.545 -1.032 -2.097
H 1.573 -1.187 -0.368
H -0.059 0.604 -2.141
H -0.697 -0.486 -0.968
H -0.931 3.754 -2.378
H -0.606 2.090 -2.757
H -2.949 1.885 -2.934
H -3.207 3.435 -2.025
H 1.873 -0.227 1.386
H 1.154 0.354 2.872
H 0.341 -1.879 2.379
H -0.278 -1.400 0.819
H -1.787 0.300 2.200
H -1.121 -0.575 3.605
H -1.918 -2.724 2.455
H -3.206 -1.738 3.112
H -3.847 -0.840 1.033
H -2.389 -1.477 0.199
H -3.700 -3.635 1.490
H -4.999 -2.767 0.737
H -3.686 -4.695 -0.609
H -2.380 -3.545 -0.638
H -4.330 -3.804 -2.585
H -3.155 -2.511 -2.449
H -4.864 -1.134 -1.161
H -5.950 -2.500 -1.251
H -6.464 -0.742 -2.942
H -6.066 -2.236 -3.745
H -4.420 -1.159 -4.878
H -3.636 -0.644 -3.340
H -4.893 0.342 -4.077
H -1.343 4.523 4.728
```

Summary:
- Net charge: 0
- SMILES string: C=CC(=O)OCCCCCCc1c(CCF)c(Cl)c2c(c1CCCCCCCCCCC)C(=O)N(O)C2=O
- Energy: -2159.84147 hartree
- Energy relative to the best compared isomer or geometry (same formula, charge and spin): 89.5 kJ/mol
- M: 552.13 g/mol
- HOMO energy: -9.63 eV


A molecular structure, C30H36BN4O4STc. Source: the Open Molecules 2025 dataset; level of theory: ωB97M-V/def2-TZVPD.

Structure (XYZ):
```
77
C30H36BN4O4STc (ωB97M-V/def2-TZVPD)
Tc 0.378 -0.023 -0.138
O 0.874 -1.868 0.710
N 1.146 -2.558 1.796
C 0.732 -2.153 3.006
C 1.011 -2.878 4.133
C 1.735 -4.070 4.016
C 2.115 -4.498 2.773
C 1.809 -3.748 1.624
S 2.192 -4.246 0.067
H 0.155 -1.242 3.031
H 0.655 -2.530 5.091
H 1.982 -4.648 4.893
H 2.642 -5.426 2.619
O 2.717 -1.266 -6.509
C 3.425 -1.721 -5.379
C 2.717 -1.322 -4.118
C 3.126 -1.844 -2.886
C 2.490 -1.442 -1.740
N 1.474 -0.570 -1.729
C 1.094 -0.029 -2.917
C 1.695 -0.396 -4.118
C 0.105 1.013 -2.789
C -0.430 1.714 -3.861
C -1.305 2.761 -3.648
C -1.815 3.550 -4.821
O -0.788 4.312 -5.416
C -1.598 3.098 -2.321
C -1.060 2.350 -1.302
N -0.244 1.302 -1.499
H 3.209 -1.497 -7.304
H 4.437 -1.284 -5.355
H 3.534 -2.815 -5.395
H 3.938 -2.549 -2.823
H 2.782 -1.830 -0.778
H 1.381 0.038 -5.051
H -0.159 1.447 -4.870
H -2.653 4.191 -4.517
H -2.160 2.872 -5.606
H -0.407 4.891 -4.744
H -2.242 3.930 -2.090
H -1.272 2.588 -0.269
B 3.919 2.715 1.029
C 2.751 1.805 0.665
N 1.851 1.128 0.366
H 3.433 3.745 1.398
H 4.554 2.899 0.033
H 4.540 2.195 1.900
C -2.186 -2.070 -0.323
C -3.271 -1.328 0.460
C -3.754 -0.109 -0.334
C -2.873 -0.919 1.867
C -3.617 -1.409 2.926
C -3.401 -0.990 4.225
C -2.461 -0.003 4.462
C -1.676 0.521 3.449
C -0.746 1.670 3.781
C 0.739 1.323 3.650
C -1.083 2.896 2.929
C -1.827 0.008 2.129
O -1.025 0.391 1.169
H -2.618 -2.528 -1.213
H -1.728 -2.848 0.284
H -1.403 -1.382 -0.662
H -4.122 -2.015 0.560
H -2.952 0.619 -0.433
H -4.592 0.370 0.169
H -4.073 -0.413 -1.330
H -4.395 -2.133 2.729
H -3.979 -1.402 5.035
H -2.344 0.379 5.465
H -0.930 1.935 4.830
H 0.979 0.974 2.650
H 1.021 0.565 4.378
H 1.335 2.212 3.831
H -0.846 2.699 1.887
H -0.498 3.752 3.261
H -2.140 3.144 3.015
```

Summary:
- 2S+1: 3
- Net charge: 0
- Energy: -2188.53841 hartree
- ⟨S²⟩: 2.02
- Energy relative to the best compared isomer or geometry (same formula, charge and spin): 222.6 kJ/mol
- M: 657.52 g/mol
- HOMO energy (spin up / spin down): -7.03 / -7.03 eV


3 unconnected molecules or ions with the total composition C4H14O2. Source: the Open Molecules 2025 dataset; level of theory: ωB97M-V/def2-TZVPD.

Structure (XYZ):
```
20
C4H14O2 (ωB97M-V/def2-TZVPD)
C -1.116 1.755 0.711
C -0.413 0.780 -0.223
C -1.172 -0.558 -0.425
C -0.527 -1.557 -1.349
H -2.063 2.134 0.330
H -0.460 2.614 0.867
H -1.448 1.275 1.706
H 0.595 0.592 0.169
H -0.377 1.311 -1.175
H -1.469 -0.805 0.605
H -2.150 -0.147 -0.759
H -1.278 -2.129 -1.905
H 0.160 -2.292 -0.903
H 0.113 -1.046 -2.073
O 2.801 0.171 -0.006
H 3.318 0.327 -0.811
H 2.706 1.114 0.195
O 0.949 -0.919 2.075
H 0.259 -1.406 1.588
H 1.574 -1.212 1.383
```

Summary:
- Net charge: 0
- SMILES string: CCCC.O.O
- Energy: -311.24329 hartree
- Energy relative to the best compared isomer or geometry (same formula, charge and spin): 96.3 kJ/mol
- M: 94.15 g/mol
- HOMO energy: -10.72 eV